Computed, not measured: C24H18F5O2Pb as an isolated structure, with ωB97M-V/def2-TZVPD.

The charge is -1.

```
50
Properties=species:S:1:pos:R:3:forces:R:3
C 0.6602 -1.7625 2.1069 0.2 0.0 -0.3
C -0.6432 -2.1027 1.6842 0.2 -0.1 -0.4
C -0.5736 -2.5464 0.3362 0.5 0.1 0.0
H -1.5248 -2.0765 2.3197 0.2 0.2 -0.2
C 0.8021 -2.4586 -0.0823 -0.4 0.1 0.0
C 1.5580 -1.9642 1.0307 -0.6 -0.1 0.0
H 2.6399 -1.8597 1.0610 -0.3 0.1 0.0
H 0.9255 -1.4522 3.1166 -0.2 0.1 -0.4
H -1.3948 -2.9546 -0.2506 0.2 0.1 0.1
H 1.2018 -2.8104 -1.0325 0.0 0.0 0.2
C -0.7214 2.7899 0.6645 0.8 -0.2 -0.3
C -0.4884 2.1471 1.9111 0.2 0.1 -0.2
C 0.8754 1.7689 1.9764 -0.3 0.0 -0.5
H -1.2127 2.0164 2.7163 0.4 -0.1 -0.3
C 1.5015 2.1436 0.7519 -0.4 0.0 -0.1
C 0.5142 2.7988 -0.0596 -0.2 0.0 0.0
H 0.7007 3.2892 -1.0189 -0.1 -0.2 0.3
H -1.6463 3.2714 0.3530 0.2 -0.2 0.0
H 1.3728 1.3583 2.8550 -0.3 -0.1 -0.4
H 2.5597 2.0300 0.5090 -0.3 0.1 0.1
Pb -0.0164 0.0784 -0.5506 0.3 0.3 2.8
O -0.1997 -0.1875 -3.0492 -0.4 -1.3 -2.7
C -1.3630 -0.8055 -3.6843 1.4 -0.1 -0.2
C -0.0425 -0.9775 -4.3711 -0.9 0.5 2.0
H -1.7777 -1.6601 -3.1432 0.0 0.4 -0.1
H -2.0464 -0.0952 -4.1517 0.0 -0.2 0.3
H 0.4799 -1.9320 -4.2448 -0.2 0.4 0.1
H 1.1202 -1.8476 -6.6706 -0.1 0.3 -0.1
C 0.8057 -0.8012 -6.7323 -0.5 0.1 0.8
C 0.2430 -0.1912 -5.5790 0.3 0.9 -1.4
C -0.1513 1.1627 -5.6764 0.1 -0.5 -0.2
H -0.5841 1.6667 -4.8073 0.2 -0.2 -0.3
C -0.0212 1.8532 -6.8844 0.0 0.0 0.0
H -0.3394 2.8951 -6.9379 0.1 -0.3 0.0
C 0.4876 1.2285 -8.0261 0.0 -0.4 0.4
H 0.5620 1.7696 -8.9710 0.0 -0.2 0.3
C 0.8955 -0.1094 -7.9401 -0.1 0.3 0.1
H 1.2720 -0.6182 -8.8272 0.0 0.1 0.3
F 0.0761 -0.4892 9.2564 0.2 -0.1 0.7
C -0.2348 -0.3692 7.9549 -0.1 0.1 -0.6
C 0.0346 0.8257 7.2750 -0.1 -0.7 0.2
F 0.6607 1.8272 7.9266 -0.1 0.0 0.1
C -0.3003 0.9553 5.9515 -0.3 -0.7 0.1
F -0.0830 2.1312 5.3285 0.1 0.0 -0.1
C -0.8879 -0.1233 5.2006 0.0 0.0 0.1
O -1.1715 -0.0063 3.9870 -0.2 -0.1 -0.3
C -1.1108 -1.3426 5.9438 0.4 1.0 -0.2
F -1.6140 -2.3943 5.2723 -0.1 -0.2 0.1
C -0.8003 -1.4499 7.2772 0.2 0.3 -0.1
F -0.9997 -2.6193 7.9246 0.0 0.1 0.1
```
Forces are in eV/Å.

***

Computed, not measured: the molecule C6H6, with ωB97M-V/def2-TZVPD.

The charge is 0. Its structure (SMILES) is C#CCCC#C.

```
12
Properties=species:S:1:pos:R:3:forces:R:3
C 2.9781 0.0413 0.4774 -0.5 0.0 0.0
C 1.7823 -0.0183 0.6053 0.5 0.0 0.0
C 0.3218 -0.0776 0.7102 0.0 0.0 0.1
C -0.3301 -0.2664 -0.6734 0.0 0.0 -0.1
C -1.7927 -0.2085 -0.6089 -0.5 0.0 0.0
C -2.9932 -0.1413 -0.5452 0.5 0.0 0.0
H 4.0391 0.0980 0.3705 -0.2 0.0 0.0
H -0.0535 0.8456 1.1660 0.1 -0.1 -0.1
H 0.0257 -0.8996 1.3718 0.1 0.1 -0.1
H 0.0355 0.5121 -1.3524 -0.1 -0.1 0.1
H -0.0114 -1.2261 -1.0955 -0.1 0.1 0.1
H -4.0583 -0.0804 -0.4989 0.2 0.0 0.0
```
Forces are in eV/Å.

***

Computed, not measured: the molecule C2H3N3O2, with ωB97M-V/def2-TZVPD.

The charge is 0. Its structure (SMILES) is [H]/N=c1/[nH]oc(=O)[nH]1.

```
10
Properties=species:S:1:pos:R:3:forces:R:3
H -2.4851 0.8233 0.4132 0.2 0.8 -0.2
N -1.9377 0.0538 0.0835 0.0 0.4 0.6
C -0.6755 0.0259 0.1942 -0.4 -0.1 0.0
N -0.1757 -1.2651 0.1391 -0.2 0.0 0.1
O 1.1525 -1.1941 -0.3650 0.1 0.0 -0.2
C 1.5737 0.0927 -0.1536 0.1 0.2 0.0
O 2.6946 0.4785 -0.3108 -0.7 -0.3 0.0
N 0.4545 0.8298 0.2593 -0.2 0.0 0.0
H -0.9087 -1.6998 -0.4355 1.2 -0.9 -0.4
H 0.4747 1.8364 0.1936 -0.1 -0.2 0.1
```
Forces are in eV/Å.

***

Computed, not measured: C23H36P2Pb as an isolated structure, with ωB97M-V/def2-TZVPD.

The charge is 0.

```
62
Properties=species:S:1:pos:R:3:forces:R:3
P 1.2157 -1.9484 -2.7972 -0.1 -0.7 -2.2
P 1.1072 1.6515 -2.6019 -0.8 0.3 -2.4
C 0.7332 -0.7209 -4.1221 0.2 0.1 0.2
C 1.4800 0.5930 -4.1148 0.3 0.3 0.3
H -0.3557 -0.5783 -4.1106 0.3 0.1 0.1
H 0.9760 -1.2665 -5.0428 -0.3 0.3 0.0
H 2.5656 0.4502 -4.1421 0.0 -0.2 -0.1
H 1.1811 1.1484 -5.0173 0.3 0.1 0.3
C -0.4247 2.2955 -3.5188 -0.4 0.2 0.6
H -1.0246 2.9194 -2.8513 0.0 0.0 -0.2
H -1.0721 1.4636 -3.8419 0.2 0.2 0.2
H -0.1429 2.8840 -4.4106 0.1 -0.3 0.4
C 2.1756 3.0751 -3.0618 0.3 0.2 0.3
H 1.8008 3.6641 -3.9106 0.1 -0.3 0.2
H 3.1707 2.6834 -3.2939 0.0 0.2 0.1
H 2.2539 3.7267 -2.1850 0.1 0.1 -0.2
C -0.0862 -3.1017 -3.4808 -0.2 -0.7 0.5
H -0.3117 -3.8919 -2.7549 -0.2 0.1 -0.3
H 0.3321 -3.5655 -4.3877 -0.4 0.1 0.3
H -1.0109 -2.5915 -3.7748 0.1 -0.1 0.4
C 2.4866 -2.6801 -3.8917 0.3 -0.2 -0.1
H 3.2852 -1.9642 -4.0952 0.2 -0.2 0.1
H 1.9660 -2.9188 -4.8296 0.7 -0.1 0.2
H 2.8524 -3.5928 -3.4165 0.3 0.1 -0.2
Pb 2.7358 0.2308 1.5793 -0.9 0.2 0.9
C -1.5751 1.5905 -0.6262 -0.5 -0.1 1.1
C -2.7335 1.2631 -1.2046 0.5 1.2 -0.3
C -3.3676 -0.0743 -1.3466 -0.9 -0.5 -0.3
C -3.3763 -1.0203 -0.0915 -0.6 0.5 -0.8
C -2.3850 -2.1493 -0.1571 0.7 0.1 0.1
C -1.1160 -1.9822 -0.5723 -0.3 -0.3 1.3
C -0.4407 -0.6552 -0.9227 0.6 -0.5 0.8
C -0.5987 0.5962 -0.0178 0.0 0.0 -0.2
C 1.5955 -1.6122 2.1427 0.3 -1.1 -0.7
H -1.3606 2.6530 -0.4486 0.0 -0.4 -0.4
H -3.3342 2.0889 -1.6458 0.5 -0.5 0.4
H -3.0486 -0.6464 -2.2421 0.2 0.3 0.4
H -4.4034 0.2030 -1.6099 0.1 -0.5 0.3
H -3.1978 -0.4124 0.8151 -0.2 -0.3 -0.3
H -4.4100 -1.4231 -0.0604 0.6 0.1 0.3
H -2.7339 -3.1084 0.2657 0.4 0.4 -0.5
H -0.4107 -2.8414 -0.4405 -0.7 0.7 -0.4
H -0.7088 -0.3482 -1.9507 0.3 -0.2 0.4
H 0.6462 -0.9331 -0.8798 -1.3 0.7 -0.1
H -0.8148 0.3397 1.0322 -0.2 0.0 -0.3
H 0.3990 1.0916 0.0001 -0.6 -0.2 0.0
H 2.5487 -2.1052 2.4551 -0.7 -0.3 0.0
H 1.1461 -2.1498 1.3065 0.2 -0.3 0.0
H 0.9089 -1.6086 2.9926 0.3 0.4 -0.3
C 1.8772 0.5166 3.6751 0.1 1.4 1.9
C 1.4620 0.6847 4.8299 0.9 -0.1 -2.1
C 0.8836 0.9689 6.1003 -0.4 -0.1 1.0
C -0.4405 1.4592 6.1296 0.3 -0.1 -0.3
C -1.0716 1.7244 7.3329 0.0 -0.1 0.6
C -0.3959 1.5007 8.5470 -0.1 0.1 -0.4
C 0.9197 1.0198 8.5313 -0.2 0.0 0.5
C 1.5631 0.7556 7.3298 0.1 0.0 -0.8
H -0.9520 1.6303 5.1726 0.2 -0.1 0.5
H -2.1070 2.0883 7.3309 0.5 -0.1 0.1
H -0.9009 1.7119 9.4943 0.2 -0.1 -0.3
H 1.4412 0.8298 9.4897 -0.3 0.2 -0.7
H 2.6031 0.3889 7.3175 -0.7 0.2 0.0
```
Forces are in eV/Å.

***

Going through the records in order, we get E values of -48106.6576, -6315.5062, -10686.4474, -48253.7250 eV.
Going through the records in order, we get relative energy (zero: lowest compared OMol25 entry of this formula, charge and spin) values of 0.0, 85.2, 46.3, 22.4 kcal/mol.
Going through the records in order, we get HOMO-LUMO gap values of 5.12, 10.99, 10.53, 7.00 eV.